Formula: C24H46F2O11P2Si
Source: the OMol25 dataset
Level of theory: ωB97M-V/def2-TZVPD

CARTESIAN COORDINATES (ANGSTROEM)
C (-7.051, 0.545, -3.274)
Si (-5.730, 0.211, -4.603)
C (-4.423, 1.575, -4.553)
C (-5.052, -1.536, -4.322)
C (-3.784, -1.563, -3.406)
C (-2.722, -2.506, -4.000)
F (-1.817, -2.791, -3.020)
F (-3.297, -3.680, -4.338)
O (-2.133, -1.843, -5.072)
C (-1.848, -2.649, -6.161)
O (-2.640, -3.004, -6.979)
O (-0.513, -2.999, -6.280)
C (-6.646, 0.402, -6.260)
C (-7.954, -0.124, -6.322)
C (-8.677, 0.028, -7.496)
C (-8.139, 0.694, -8.596)
C (-6.845, 1.187, -8.546)
C (-6.106, 1.045, -7.373)
H (-6.631, 0.605, -2.260)
H (-7.844, -0.218, -3.307)
H (-7.559, 1.501, -3.484)
H (-4.728, 2.488, -5.079)
H (-3.521, 1.204, -5.079)
H (-4.102, 1.775, -3.520)
H (-4.769, -1.966, -5.293)
H (-5.860, -2.138, -3.881)
H (-4.021, -1.831, -2.370)
H (-3.296, -0.577, -3.368)
H (-0.153, -2.344, -6.897)
H (-8.366, -0.624, -5.448)
H (-9.687, -0.376, -7.572)
H (-8.773, 0.804, -9.477)
H (-6.433, 1.711, -9.409)
H (-5.089, 1.431, -7.287)
C (3.613, -2.874, 1.412)
C (2.907, -2.462, 2.693)
O (2.222, -1.224, 2.548)
P (0.880, -1.172, 1.600)
O (-0.084, -2.027, 2.356)
O (0.307, 0.307, 2.014)
C (-0.979, 0.471, 2.608)
C (-0.886, 0.456, 4.122)
O (1.695, -0.409, 0.357)
C (1.541, -0.925, -0.976)
C (0.090, -1.104, -1.370)
H (2.886, -3.190, 0.657)
H (4.289, -3.711, 1.593)
H (4.182, -2.042, 0.997)
H (2.215, -3.242, 3.022)
H (3.646, -2.321, 3.484)
H (-1.675, -0.283, 2.243)
H (-1.361, 1.440, 2.279)
H (-0.344, -0.416, 4.485)
H (-1.882, 0.460, 4.569)
H (-0.343, 1.334, 4.477)
H (2.082, -1.872, -1.066)
H (2.023, -0.213, -1.647)
H (-0.394, -1.879, -0.765)
H (0.011, -1.400, -2.414)
H (-0.468, -0.178, -1.220)
C (6.869, 3.924, 7.566)
C (5.698, 4.140, 6.621)
O (5.789, 3.320, 5.465)
P (5.573, 1.700, 5.618)
O (4.145, 1.598, 6.042)
O (5.450, 1.285, 4.043)
C (4.268, 0.664, 3.524)
C (3.304, 1.697, 2.980)
O (7.215, 1.391, 5.502)
C (7.811, 0.514, 6.469)
C (7.068, -0.800, 6.606)
H (6.789, 2.952, 8.062)
H (6.890, 4.692, 8.340)
H (7.814, 3.942, 7.023)
H (4.749, 3.964, 7.136)
H (5.699, 5.173, 6.273)
H (3.803, 0.031, 4.279)
H (4.588, 0.002, 2.716)
H (3.104, 2.484, 3.709)
H (2.361, 1.236, 2.699)
H (3.728, 2.184, 2.099)
H (7.870, 1.023, 7.436)
H (8.833, 0.329, 6.139)
H (6.064, -0.647, 7.019)
H (7.604, -1.476, 7.273)
H (6.950, -1.281, 5.634)

Its structure (SMILES) is C[Si](C)(CCC(F)(F)OC(=O)O)c1ccccc1.CCOP(=O)(OCC)OCC.CCOP(=O)(OCC)OCC. As for the total energy: -2941.7452 Ha. The net charge is 0. Its spin multiplicity is 1.

***

Formula: C24H46O15S
Source: the OMol25 dataset
Level of theory: ωB97M-V/def2-TZVPD

CARTESIAN COORDINATES (ANGSTROEM)
O (7.307, -4.136, -9.049)
C (6.252, -4.146, -9.705)
C (5.628, -2.748, -10.229)
C (4.050, -2.861, -10.018)
C (3.295, -1.698, -9.175)
O (1.863, -1.911, -9.467)
S (1.682, -3.253, -10.444)
O (1.632, -4.607, -9.775)
O (0.487, -3.167, -11.342)
O (3.201, -3.092, -11.178)
H (5.641, -5.075, -9.953)
H (5.960, -2.652, -11.311)
H (6.007, -1.904, -9.564)
H (3.971, -3.734, -9.275)
H (3.731, -0.690, -9.462)
H (3.351, -1.964, -8.057)
O (3.174, -2.867, -6.499)
C (2.050, -2.963, -6.045)
O (1.564, -1.997, -5.253)
C (0.194, -1.917, -4.828)
C (-0.041, -2.758, -3.589)
C (1.229, -4.195, -6.289)
H (-0.487, -2.169, -5.644)
H (0.011, -0.867, -4.587)
H (0.145, -3.817, -3.782)
H (-1.069, -2.646, -3.237)
H (0.644, -2.455, -2.782)
H (1.510, -4.961, -5.564)
H (1.442, -4.559, -7.296)
H (0.156, -4.024, -6.246)
O (0.721, -2.044, -1.069)
C (1.756, -1.467, -0.800)
O (1.982, -1.027, 0.452)
C (3.246, -0.515, 0.907)
C (3.382, 0.960, 0.589)
C (2.758, -1.155, -1.875)
H (4.074, -1.109, 0.515)
H (3.255, -0.649, 1.991)
H (3.362, 1.143, -0.488)
H (4.319, 1.354, 0.988)
H (2.551, 1.521, 1.021)
H (2.463, -0.237, -2.385)
H (2.765, -1.977, -2.593)
H (3.779, -1.061, -1.510)
O (0.765, -0.490, 3.219)
C (-0.266, -1.049, 2.906)
O (-1.363, -0.918, 3.676)
C (-2.670, -1.369, 3.298)
C (-2.862, -2.832, 3.643)
C (-0.308, -1.958, 1.714)
H (-2.871, -1.155, 2.246)
H (-3.378, -0.770, 3.875)
H (-2.162, -3.468, 3.098)
H (-3.878, -3.154, 3.405)
H (-2.679, -3.000, 4.707)
H (0.056, -2.945, 2.003)
H (0.351, -1.542, 0.942)
H (-1.294, -2.048, 1.261)
O (1.599, 3.143, 3.925)
C (0.492, 3.068, 4.409)
O (0.037, 4.053, 5.206)
C (-1.317, 4.155, 5.665)
C (-1.534, 3.331, 6.918)
C (-0.353, 1.843, 4.203)
H (-2.022, 3.903, 4.869)
H (-1.480, 5.211, 5.898)
H (-1.366, 2.268, 6.734)
H (-2.549, 3.460, 7.293)
H (-0.830, 3.631, 7.698)
H (-0.065, 1.083, 4.927)
H (-0.174, 1.466, 3.200)
H (-1.424, 2.030, 4.273)
O (-3.789, 3.907, 9.074)
C (-4.593, 4.798, 8.920)
O (-5.908, 4.547, 9.043)
C (-6.922, 5.561, 9.074)
C (-7.344, 5.952, 7.672)
C (-4.144, 6.169, 8.503)
H (-6.603, 6.418, 9.672)
H (-7.775, 5.122, 9.596)
H (-6.514, 6.383, 7.108)
H (-8.156, 6.682, 7.704)
H (-7.681, 5.074, 7.117)
H (-4.020, 6.191, 7.419)
H (-3.184, 6.378, 8.977)
H (-4.818, 6.966, 8.811)

As for the total energy: -2468.7347 Ha. The net charge is 0. Its spin multiplicity is 1.

***

Formula: C24H47BO16
Source: the OMol25 dataset
Level of theory: ωB97M-V/def2-TZVPD

CARTESIAN COORDINATES (ANGSTROEM)
O (-3.172, -4.938, -1.697)
C (-3.229, -4.439, -2.944)
O (-3.960, -5.151, -4.029)
C (-2.511, -2.987, -3.200)
C (-1.422, -2.698, -1.976)
O (-0.232, -1.931, -2.472)
B (-0.543, -1.856, -3.933)
C (-0.822, -0.213, -4.115)
O (-2.165, 0.179, -3.662)
O (-2.495, 1.378, -4.051)
O (-1.610, -2.795, -4.349)
H (-3.430, -2.232, -3.290)
H (-2.038, -2.174, -1.099)
H (-0.897, -3.663, -1.512)
H (0.500, -2.141, -4.448)
H (0.002, 0.304, -3.429)
H (-0.574, 0.049, -5.228)
H (-2.124, 1.606, -4.954)
O (1.551, 0.046, -2.197)
C (2.423, 0.883, -1.975)
O (3.229, 1.316, -2.967)
C (4.142, 2.421, -2.854)
C (5.463, 1.974, -2.259)
C (2.667, 1.371, -0.575)
H (3.690, 3.251, -2.303)
H (4.314, 2.786, -3.873)
H (5.337, 1.587, -1.245)
H (6.173, 2.806, -2.226)
H (5.896, 1.164, -2.854)
H (3.311, 0.658, -0.052)
H (1.704, 1.436, -0.057)
H (3.104, 2.366, -0.525)
O (4.657, -1.487, 1.167)
C (4.090, -1.413, 2.254)
O (4.475, -0.501, 3.171)
C (3.759, -0.208, 4.383)
C (4.147, -1.172, 5.487)
C (3.016, -2.400, 2.617)
H (2.680, -0.180, 4.207)
H (4.050, 0.807, 4.676)
H (3.888, -2.203, 5.231)
H (3.642, -0.912, 6.422)
H (5.229, -1.150, 5.652)
H (3.481, -3.314, 2.996)
H (2.439, -2.634, 1.716)
H (2.300, -2.024, 3.345)
O (-6.391, -1.369, 2.115)
C (-6.210, -0.962, 0.969)
O (-5.048, -0.369, 0.626)
C (-4.666, -0.036, -0.720)
C (-5.231, 1.311, -1.125)
C (-7.316, -1.036, -0.045)
H (-4.939, -0.835, -1.416)
H (-3.572, 0.019, -0.727)
H (-6.324, 1.309, -1.117)
H (-4.894, 1.586, -2.129)
H (-4.913, 2.087, -0.421)
H (-7.981, -0.177, 0.084)
H (-7.881, -1.959, 0.122)
H (-6.967, -1.078, -1.075)
O (-1.834, 2.288, -6.648)
C (-1.861, 3.497, -6.862)
O (-1.941, 3.971, -8.123)
C (-2.171, 5.348, -8.465)
C (-0.871, 6.127, -8.480)
C (-1.711, 4.472, -5.728)
H (-2.925, 5.797, -7.811)
H (-2.600, 5.350, -9.474)
H (-0.398, 6.140, -7.495)
H (-1.042, 7.161, -8.795)
H (-0.155, 5.663, -9.167)
H (-0.648, 4.602, -5.503)
H (-2.219, 4.063, -4.848)
H (-2.168, 5.441, -5.917)
O (3.149, -3.000, 7.444)
C (2.582, -2.927, 8.531)
O (2.967, -2.015, 9.448)
C (2.251, -1.722, 10.660)
C (2.639, -2.686, 11.764)
C (1.508, -3.914, 8.895)
H (1.172, -1.693, 10.484)
H (2.542, -0.707, 10.954)
H (2.380, -3.717, 11.508)
H (2.134, -2.426, 12.699)
H (3.721, -2.664, 11.929)
H (1.973, -4.828, 9.273)
H (0.931, -4.148, 7.993)
H (0.792, -3.538, 9.622)

As for the total energy: -2171.1530 Ha. The net charge is -2. Its spin multiplicity is 1.

***

Formula: C24H47ClN3O9P
Source: the OMol25 dataset
Level of theory: ωB97M-V/def2-TZVPD

CARTESIAN COORDINATES (ANGSTROEM)
C (-2.157, 5.235, -4.084)
C (-0.568, 4.852, -4.251)
C (0.453, 5.727, -3.306)
C (-0.144, 6.105, -1.819)
C (-0.550, 4.741, -0.942)
C (0.213, 4.652, 0.509)
C (0.919, 3.149, 0.710)
C (0.580, 2.453, 2.148)
C (0.082, 0.857, 2.047)
C (-1.407, 0.719, 1.422)
Cl (-2.350, 2.350, 1.227)
C (-1.649, -0.048, 0.023)
C (-1.985, 0.989, -1.250)
C (-0.156, 0.514, 3.679)
N (-0.475, -0.911, 3.979)
C (-0.119, -1.911, 2.916)
N (-0.576, -3.219, 3.127)
C (-0.289, -4.378, 2.200)
C (-1.146, -4.345, 0.793)
C (-0.143, -4.827, -0.417)
C (-0.054, -3.776, -1.677)
O (-1.313, -3.598, -2.423)
C (-1.121, -2.578, -3.505)
C (-2.421, -1.837, -4.246)
O (0.090, -2.200, -3.962)
N (0.656, -1.579, 1.712)
C (1.238, -0.197, 1.621)
C (2.517, -0.350, 2.681)
O (3.390, 0.789, 2.840)
C (4.015, 0.701, 4.171)
P (2.083, -0.013, -0.057)
O (3.272, 1.077, -0.120)
O (1.135, 0.317, -1.453)
O (2.906, -1.555, -0.386)
H (-2.762, 4.388, -4.666)
H (-2.399, 6.248, -4.617)
H (-2.536, 5.173, -2.967)
H (-0.465, 3.716, -3.901)
H (-0.231, 4.853, -5.387)
H (1.420, 5.058, -3.143)
H (0.802, 6.669, -3.912)
H (0.733, 6.606, -1.215)
H (-1.094, 6.794, -1.852)
H (-0.338, 3.839, -1.663)
H (-1.735, 4.766, -0.800)
H (1.016, 5.512, 0.686)
H (-0.610, 4.728, 1.340)
H (2.086, 3.332, 0.590)
H (0.510, 2.497, -0.170)
H (-0.185, 3.111, 2.790)
H (1.577, 2.568, 2.797)
H (-2.106, 0.151, 2.212)
H (-2.672, -0.663, 0.122)
H (-0.865, -0.840, -0.311)
H (-3.114, 1.299, -1.295)
H (-1.801, 0.317, -2.220)
H (-1.224, 1.873, -1.331)
H (0.718, 0.987, 4.341)
H (-1.119, 1.160, 3.959)
H (-1.465, -1.005, 4.293)
H (-1.155, -3.412, 3.996)
H (0.873, -4.450, 2.059)
H (-0.630, -5.360, 2.774)
H (-1.509, -3.237, 0.572)
H (-2.128, -5.023, 0.848)
H (-0.490, -5.889, -0.833)
H (0.976, -4.998, -0.052)
H (0.734, -4.226, -2.439)
H (0.320, -2.697, -1.381)
H (-2.926, -2.581, -5.000)
H (-3.155, -1.377, -3.453)
H (-1.993, -0.935, -4.891)
H (0.480, -2.072, 0.841)
H (2.249, -0.774, 3.729)
H (3.184, -1.206, 2.176)
H (3.167, 0.903, 4.964)
H (4.896, 1.482, 4.219)
H (4.449, -0.379, 4.291)
H (1.591, 0.904, -2.132)
H (2.238, -2.301, -0.427)
C (0.409, -8.529, 0.864)
O (1.525, -9.055, 0.634)
O (-0.421, -8.723, -0.151)
O (-0.016, -7.885, 1.849)
H (0.263, -9.219, -0.645)

As for the total energy: -2585.2048 Ha. The net charge is 0. Its spin multiplicity is 1.

***

Formula: C24H47N6O3PdSSi
Source: the OMol25 dataset
Level of theory: ωB97M-V/def2-TZVPD

CARTESIAN COORDINATES (ANGSTROEM)
Pd (1.395, 0.336, 0.041)
C (3.371, -0.286, 5.088)
N (2.627, 0.588, 4.190)
C (1.289, 0.865, 4.681)
C (2.661, 0.177, 2.831)
N (1.693, -0.268, 2.131)
N (3.917, 0.368, 2.276)
C (4.242, 0.174, 0.946)
N (5.483, 0.754, 0.604)
N (3.460, -0.430, 0.130)
H (3.325, 0.122, 6.098)
H (4.417, -0.348, 4.790)
H (2.959, -1.306, 5.112)
H (1.370, 1.382, 5.638)
H (0.690, -0.045, 4.838)
H (0.768, 1.507, 3.973)
H (0.842, -0.448, 2.652)
H (4.502, 1.016, 2.776)
H (6.214, 0.574, 1.277)
H (5.778, 0.469, -0.316)
H (3.817, -0.443, -0.822)
C (-1.245, -3.599, 0.809)
C (-0.336, -2.775, -0.104)
C (-0.725, -2.978, -1.568)
C (1.128, -3.173, 0.082)
O (-0.421, -1.406, 0.298)
Si (-1.441, -0.140, 0.038)
S (-0.600, 1.688, 0.515)
O (-2.042, -0.321, -1.484)
C (-3.220, 0.145, -2.125)
C (-3.515, 1.600, -1.761)
C (-4.426, -0.738, -1.774)
C (-2.942, 0.026, -3.624)
O (-2.804, -0.467, 0.969)
C (-3.159, -0.226, 2.320)
C (-4.299, -1.195, 2.638)
C (-1.993, -0.491, 3.274)
C (-3.656, 1.214, 2.481)
H (-1.180, -4.659, 0.552)
H (-2.277, -3.259, 0.699)
H (-0.949, -3.468, 1.852)
H (-0.483, -3.994, -1.888)
H (-0.174, -2.259, -2.177)
H (-1.789, -2.796, -1.708)
H (1.292, -4.218, -0.193)
H (1.431, -3.013, 1.118)
H (1.738, -2.522, -0.543)
H (-3.719, 1.676, -0.692)
H (-4.384, 1.959, -2.318)
H (-2.650, 2.225, -1.983)
H (-4.573, -0.740, -0.698)
H (-4.248, -1.765, -2.104)
H (-5.325, -0.360, -2.266)
H (-2.081, 0.641, -3.893)
H (-3.810, 0.344, -4.206)
H (-2.708, -1.012, -3.870)
H (-3.965, -2.225, 2.491)
H (-5.145, -1.011, 1.972)
H (-4.631, -1.071, 3.671)
H (-1.605, -1.498, 3.093)
H (-2.312, -0.406, 4.316)
H (-1.207, 0.236, 3.071)
H (-4.567, 1.366, 1.897)
H (-2.884, 1.898, 2.128)
H (-3.871, 1.425, 3.532)
C (2.926, 3.085, -1.116)
C (2.494, 2.724, -2.506)
C (2.722, 3.624, -3.530)
C (2.380, 3.358, -4.853)
C (1.793, 2.132, -5.160)
C (1.553, 1.189, -4.187)
C (0.915, -0.128, -4.521)
C (1.883, 1.436, -2.793)
N (1.625, 0.455, -1.944)
H (3.340, 4.098, -1.100)
H (3.694, 2.399, -0.755)
H (2.085, 3.032, -0.426)
H (3.180, 4.579, -3.287)
H (2.574, 4.088, -5.630)
H (1.526, 1.917, -6.192)
H (0.755, -0.224, -5.598)
H (-0.042, -0.231, -4.006)
H (1.545, -0.948, -4.170)

As for the total energy: -2312.7235 Ha. The net charge is -1. Its spin multiplicity is 3.